#i
Here is a 2-piece molecular cluster, C2H2ClP overall from the OMol25 dataset. Energies are from ωB97M-V with the def2-TZVPD basis set.

XYZ file:
```
6
C2H2ClP, DFT ωB97M-V with the def2-TZVPD basis set
Cl 3.83 -0.95 0.37
P 3.50 0.80 -0.53
C -0.49 0.41 -0.44
C -0.84 0.08 0.69
H 0.04 0.74 -1.24
H -1.39 -0.31 1.43
```

HOMO (spin up / spin down) = -0.3097 / -0.3087 hartree
Orbital gap (spin up / spin down) = 7.07 / 6.99 eV
E_LUMO (spin up / spin down) = -1.357 / -1.407 eV

So, what does the natural (NBO) scheme give us? The charges, in e, come out as: number 1, Cl, carries -0.2739; number 2, P, carries 0.2757; number 3, C, carries -0.2187; number 4, C, carries -0.2151; number 5, H, carries 0.2186; number 6, H, carries 0.2133

***

#ii
Here is a 2-piece molecular cluster, C2H2ClP overall from the OMol25 dataset. Energies are from ωB97M-V with the def2-TZVPD basis set.

XYZ file:
```
6
C2H2ClP, DFT ωB97M-V with the def2-TZVPD basis set
Cl 2.02 1.18 0.04
P 0.44 -1.65 0.22
C 0.85 -0.01 -0.03
C -0.48 -0.18 -0.37
H -1.15 0.11 -1.15
H -1.68 0.55 1.28
```

HOMO (spin up / spin down) = -0.2727 / -0.3373 hartree
Orbital gap (spin up / spin down) = 6.53 / 8.71 eV
E_LUMO (spin up / spin down) = -0.887 / -0.469 eV

So, what does the natural (NBO) scheme give us? The charges, in e, come out as: number 1, Cl, carries 0.1220; number 2, P, carries 0.5837; number 3, C, carries -0.3818; number 4, C, carries -0.4787; number 5, H, carries 0.2380; number 6, H, carries -0.0832

***

Which structure wins on stability? #i wins.

***

#i
Here is C16H16FeO5 as an isolated structure from the OMol25 dataset. Energies are from ωB97M-V with the def2-TZVPD basis set.

XYZ file:
```
38
C16H16FeO5, DFT ωB97M-V with the def2-TZVPD basis set
Fe -0.24 -0.42 3.08
O 2.24 0.37 -2.68
O 1.17 1.87 4.23
O -0.15 -1.28 5.85
O -1.46 2.06 -1.85
O -2.58 1.28 3.61
C -0.03 -1.21 -2.69
C 0.67 0.98 3.69
C -0.72 -0.41 1.04
C -1.78 0.52 3.28
C 1.21 2.48 -2.96
C 0.38 -2.20 2.28
C -1.39 0.96 -2.43
C -0.12 0.27 -2.62
C -0.64 -1.79 1.47
C 1.16 0.99 -2.75
C -0.21 -1.07 4.70
C 1.64 0.02 0.44
C -2.69 0.32 -2.88
C 0.29 0.24 0.27
C 1.50 -1.30 2.53
C 2.22 -0.68 1.47
H -0.04 1.02 -0.41
H -2.96 0.76 -3.85
H 2.31 0.46 -0.31
H 0.61 -1.51 -3.53
H -3.47 0.58 -2.16
H 0.25 2.97 -2.81
H 3.31 -0.73 1.51
H -1.50 -2.44 1.25
H 1.58 2.67 -3.98
H 0.42 -1.63 -1.78
H -1.73 -0.02 0.81
H -1.02 -1.67 -2.82
H 1.95 2.91 -2.27
H -2.65 -0.76 -2.99
H 0.36 -3.15 2.82
H 2.10 -1.51 3.43
```

HOMO (spin up / spin down) = -0.2139 / -0.3300 hartree
Orbital gap (spin up / spin down) = 6.21 / 6.81 eV
Multiplicity = 5
E_LUMO (spin up / spin down) = 0.393 / -2.167 eV

So, what does the natural (NBO) scheme give us? The charges, in e, come out as: number 1, Fe, carries -0.1321; number 2, O, carries -0.5303; number 3, O, carries -0.4836; number 4, O, carries -0.4951; number 5, O, carries -0.5406; number 6, O, carries -0.4788; number 7, C, carries -0.6821; number 8, C, carries 0.5947; number 9, C, carries -0.3516; number 10, C, carries 0.6150; number 11, C, carries -0.7193; number 12, C, carries -0.1670; number 13, C, carries 0.4918; number 14, C, carries 0.0262; number 15, C, carries -0.3117; number 16, C, carries 0.4860; number 17, C, carries 0.6079; number 18, C, carries -0.2568; number 19, C, carries -0.7082; number 20, C, carries -0.1965; number 21, C, carries -0.3986; number 22, C, carries -0.1608; number 23, H, carries 0.2317; number 24, H, carries 0.2457; number 25, H, carries 0.2338; number 26, H, carries 0.2521; number 27, H, carries 0.2460; number 28, H, carries 0.2486; number 29, H, carries 0.2179; number 30, H, carries 0.2311; number 31, H, carries 0.2389; number 32, H, carries 0.2661; number 33, H, carries 0.2307; number 34, H, carries 0.2166; number 35, H, carries 0.2443; number 36, H, carries 0.2177; number 37, H, carries 0.2391; number 38, H, carries 0.2310

***

#ii
Here is C16H16FeO5 as an isolated structure from the OMol25 dataset. Energies are from ωB97M-V with the def2-TZVPD basis set.

XYZ file:
```
38
C16H16FeO5, DFT ωB97M-V with the def2-TZVPD basis set
Fe -0.21 -1.44 6.96
O 2.29 -0.42 0.42
O -0.13 -2.01 9.70
O 0.93 1.18 7.75
O -1.54 1.25 1.67
O -2.58 0.19 7.22
C -0.70 -2.06 4.74
C 2.17 -1.35 4.64
C 0.31 -2.80 5.46
C 1.22 1.66 0.61
C 1.26 0.15 0.80
C 0.09 -2.08 1.18
C -2.50 -0.55 0.53
C -0.57 -0.92 3.90
C -1.33 0.10 1.25
C 0.45 -0.47 2.97
C 0.04 -0.59 1.56
C 1.52 -2.07 5.70
C -1.73 -0.54 6.92
C 1.85 -0.88 3.37
C 0.51 0.07 7.44
C -0.06 -2.08 8.56
H -3.43 -0.33 1.11
H -0.95 -2.51 1.16
H 2.63 -0.56 2.70
H 0.30 2.17 0.96
H -1.40 -0.13 4.07
H -2.46 -1.63 0.35
H 2.13 2.14 1.07
H -1.68 -2.64 4.63
H -2.62 -0.03 -0.45
H 0.70 -2.76 1.88
H 1.34 1.83 -0.49
H 0.11 -3.81 5.87
H 3.25 -1.07 4.88
H 0.40 0.64 2.86
H 2.26 -2.38 6.48
H 0.54 -2.17 0.13
```

HOMO (spin up / spin down) = -0.2357 / -0.3194 hartree
Orbital gap (spin up / spin down) = 6.68 / 6.38 eV
Multiplicity = 5
E_LUMO (spin up / spin down) = 0.263 / -2.314 eV

So, what does the natural (NBO) scheme give us? The charges, in e, come out as: number 1, Fe, carries 0.0966; number 2, O, carries -0.5492; number 3, O, carries -0.4505; number 4, O, carries -0.5195; number 5, O, carries -0.5595; number 6, O, carries -0.4905; number 7, C, carries -0.2914; number 8, C, carries -0.2352; number 9, C, carries -0.3407; number 10, C, carries -0.7647; number 11, C, carries 0.6424; number 12, C, carries -0.6261; number 13, C, carries -0.7290; number 14, C, carries -0.1211; number 15, C, carries 0.6342; number 16, C, carries -0.3628; number 17, C, carries -0.2441; number 18, C, carries -0.2956; number 19, C, carries 0.5026; number 20, C, carries -0.1321; number 21, C, carries 0.5075; number 22, C, carries 0.4850; number 23, H, carries 0.2552; number 24, H, carries 0.2114; number 25, H, carries 0.2251; number 26, H, carries 0.2547; number 27, H, carries 0.2137; number 28, H, carries 0.2259; number 29, H, carries 0.2522; number 30, H, carries 0.2374; number 31, H, carries 0.2527; number 32, H, carries 0.2374; number 33, H, carries 0.2524; number 34, H, carries 0.2573; number 35, H, carries 0.2190; number 36, H, carries 0.2716; number 37, H, carries 0.2412; number 38, H, carries 0.2363

***

Which structure wins on stability? #i wins.